The following is a DFT calculation (the ωB97M-V functional and the def2-TZVPD basis) of one molecule with the formula C18H23N3O6S2 at a distorted geometry.

Last column: Löwdin charge in e.
Element x y z (Å)
C (4.063, -0.456, -1.073)  -0.08
O (4.343, -1.793, -0.726)  -0.07
C (3.319, -2.593, -0.335)  -0.26
C (3.666, -3.883, 0.069)  0.00
C (2.686, -4.760, 0.484)  -0.07
C (1.354, -4.382, 0.494)  -0.03
C (1.003, -3.098, 0.094)  -0.26
N (-0.358, -2.729, 0.057)  -0.17
C (-1.148, -2.799, 1.277)  -0.07
C (-0.932, -1.501, 2.072)  -0.44
O (-0.157, -1.440, 3.002)  0.09
N (-1.647, -0.471, 1.561)  0.13
C (-1.445, 0.898, 1.783)  -0.20
C (-0.819, 1.398, 2.919)  -0.01
C (-0.659, 2.766, 3.035)  -0.07
C (-1.079, 3.632, 2.040)  -0.03
C (-1.692, 3.131, 0.889)  -0.26
N (-2.104, 3.962, -0.152)  -0.22
C (-1.968, 5.392, -0.022)  -0.09
S (-2.107, 3.351, -1.726)  0.64
C (-0.444, 2.670, -1.957)  -0.09
O (-3.074, 2.306, -1.853)  -0.29
O (-2.253, 4.479, -2.601)  -0.31
C (-1.894, 1.758, 0.789)  0.02
S (-0.907, -1.697, -1.133)  0.65
C (-0.483, -2.616, -2.625)  -0.09
O (-0.228, -0.427, -1.164)  -0.30
O (-2.332, -1.655, -0.990)  -0.29
C (1.984, -2.203, -0.319)  0.03
H (3.408, -0.394, -1.947)  0.10
H (5.027, -0.009, -1.310)  0.09
H (3.605, 0.086, -0.240)  0.10
H (4.705, -4.167, 0.054)  0.12
H (2.959, -5.755, 0.799)  0.11
H (0.593, -5.079, 0.807)  0.11
H (-0.807, -3.644, 1.875)  0.13
H (-2.194, -2.925, 0.994)  0.12
H (-2.218, -0.669, 0.746)  0.10
H (-0.467, 0.728, 3.684)  0.10
H (-0.186, 3.171, 3.917)  0.11
H (-0.926, 4.690, 2.170)  0.10
H (-2.345, 5.828, -0.943)  0.08
H (-2.567, 5.747, 0.817)  0.10
H (-0.926, 5.700, 0.116)  0.10
H (-0.263, 2.676, -3.024)  0.07
H (-0.399, 1.660, -1.566)  0.02
H (0.255, 3.324, -1.453)  0.07
H (-2.397, 1.353, -0.073)  0.10
H (-1.025, -3.551, -2.593)  0.07
H (-0.794, -2.019, -3.473)  0.07
H (0.587, -2.782, -2.640)  0.06
H (1.688, -1.210, -0.606)  0.09

Computed properties:
2S+1 = 1
Frontier orbital gap = 8.68 eV
Maximum force = 1.21 eV/A
Relative energy (zero: lowest compared OMol25 entry of this formula, charge and spin) = 24.0 kcal/mol
Total charge = 0
Molar mass = 441.53 g mol⁻¹
E_tot = -2111.77351 a.u.

---

The following is a DFT calculation (the ωB97M-V functional and the def2-TZVPD basis) of one molecule with the formula C18H23N3S.

Last column: Löwdin charge in e.
Element x y z (Å)
C (-3.602, -3.113, -0.972)  -0.05
C (-3.929, -1.739, -0.472)  -0.27
C (-4.996, -1.540, 0.397)  -0.06
C (-5.305, -0.268, 0.844)  -0.08
C (-4.541, 0.816, 0.456)  -0.03
C (-3.449, 0.630, -0.389)  -0.24
N (-2.708, 1.749, -0.776)  0.04
C (-1.375, 1.874, -1.029)  -0.87
S (-0.828, 3.309, -1.649)  0.64
N (-0.569, 0.842, -0.725)  0.00
C (0.858, 0.830, -0.920)  -0.15
C (1.629, 0.352, 0.325)  -0.29
C (2.927, -0.250, -0.163)  -0.23
C (3.104, -1.625, -0.224)  -0.04
C (4.285, -2.159, -0.711)  -0.09
C (5.300, -1.321, -1.140)  -0.09
C (5.129, 0.052, -1.082)  -0.07
C (3.948, 0.586, -0.599)  -0.03
N (1.916, 1.430, 1.264)  -0.23
C (0.753, 2.204, 1.644)  -0.09
C (2.589, 0.915, 2.440)  -0.09
C (-3.165, -0.649, -0.864)  0.00
H (-3.005, -3.068, -1.880)  0.08
H (-4.512, -3.674, -1.176)  0.08
H (-3.036, -3.660, -0.218)  0.09
H (-5.595, -2.383, 0.708)  0.11
H (-6.148, -0.118, 1.502)  0.11
H (-4.782, 1.810, 0.803)  0.11
H (-3.210, 2.626, -0.827)  0.12
H (-0.971, 0.055, -0.236)  0.12
H (1.095, 0.151, -1.749)  0.14
H (1.176, 1.835, -1.199)  0.08
H (1.024, -0.445, 0.812)  0.15
H (2.316, -2.284, 0.114)  0.11
H (4.413, -3.231, -0.752)  0.10
H (6.221, -1.738, -1.519)  0.10
H (5.919, 0.709, -1.415)  0.10
H (3.808, 1.653, -0.539)  0.12
H (-0.053, 1.585, 2.074)  0.09
H (0.367, 2.750, 0.788)  0.04
H (1.057, 2.934, 2.392)  0.09
H (1.949, 0.238, 3.030)  0.09
H (3.484, 0.372, 2.142)  0.08
H (2.884, 1.752, 3.071)  0.09
H (-2.373, -0.793, -1.584)  0.12

Computed properties:
2S+1 = 1
Frontier orbital gap = 8.69 eV
Maximum force = 0.67 eV/A
Relative energy (zero: lowest compared OMol25 entry of this formula, charge and spin) = 8.5 kcal/mol
Total charge = 0
Molar mass = 313.47 g mol⁻¹
E_tot = -1262.16747 a.u.

---

The following is a DFT calculation (the ωB97M-V functional and the def2-TZVPD basis) of one molecule with the formula C18H23N5O3S at a distorted geometry.

Last column: Löwdin charge in e.
Element x y z (Å)
C (3.141, 0.507, -2.268)  -0.08
C (1.957, 1.520, -2.217)  -0.17
N (1.515, 1.767, -0.811)  0.02
C (1.872, 2.980, -0.107)  -0.39
O (2.386, 3.905, -0.587)  0.11
C (1.471, 3.196, 1.340)  0.00
C (1.661, 4.176, 2.343)  -0.19
C (2.288, 5.590, 2.275)  -0.01
N (1.162, 3.618, 3.518)  0.03
N (0.594, 2.370, 3.262)  0.07
C (0.740, 2.081, 1.994)  -0.21
C (0.245, 0.943, 1.245)  -0.12
C (-0.636, 0.162, 1.968)  0.01
C (-1.393, -0.763, 1.300)  -0.16
C (-1.172, -0.836, -0.174)  -0.06
C (-0.161, -0.044, -0.813)  0.03
C (0.641, 0.817, -0.089)  -0.11
C (-2.143, -1.810, -0.878)  -0.16
N (-3.036, -2.551, -0.020)  -0.28
S (-4.086, -3.749, -0.823)  0.78
O (-5.396, -3.125, -0.503)  -0.34
O (-3.673, -3.753, -2.239)  -0.33
C (-3.813, -5.357, 0.048)  -0.23
C (-2.572, -5.339, 0.893)  -0.31
N (-2.578, -6.534, 1.771)  -0.05
C (-3.639, -1.877, 1.085)  -0.20
C (-2.422, -1.515, 2.054)  -0.12
H (4.079, 0.948, -2.088)  0.05
H (3.192, 0.103, -3.219)  0.04
H (3.018, -0.288, -1.519)  0.08
H (1.015, 1.099, -2.689)  0.10
H (2.416, 2.445, -2.834)  0.16
H (2.630, 5.816, 1.336)  0.03
H (3.177, 5.568, 2.972)  0.10
H (1.543, 6.375, 2.534)  0.09
H (1.143, 4.065, 4.449)  0.17
H (-0.918, 0.500, 2.993)  0.14
H (-0.041, -0.231, -1.864)  0.10
H (-2.807, -1.106, -1.370)  0.12
H (-1.647, -2.506, -1.591)  0.14
H (-3.653, -6.146, -0.707)  0.11
H (-4.770, -5.573, 0.551)  0.11
H (-1.722, -5.737, 0.194)  0.14
H (-2.311, -4.375, 1.538)  0.13
H (-1.968, -6.463, 2.588)  0.07
H (-3.490, -6.948, 2.007)  0.07
H (-4.464, -2.491, 1.554)  0.13
H (-4.104, -0.855, 0.725)  0.16
H (-1.874, -2.402, 2.302)  0.10
H (-2.755, -1.038, 2.952)  0.11

Computed properties:
2S+1 = 1
Frontier orbital gap = 8.56 eV
Maximum force = 5.59 eV/A
Relative energy (zero: lowest compared OMol25 entry of this formula, charge and spin) = 107.8 kcal/mol
Total charge = 0
Molar mass = 389.48 g mol⁻¹
E_tot = -1597.25977 a.u.

---

The following is a DFT calculation (the ωB97M-V functional and the def2-TZVPD basis) of one molecule with the formula C18H23N5O4 at a distorted geometry.

Last column: Löwdin charge in e.
Element x y z (Å)
C (-1.581, -6.572, 0.711)  -0.06
N (-1.355, -5.263, 0.100)  0.02
C (-2.171, -4.668, -0.798)  -0.47
O (-3.022, -5.303, -1.370)  0.07
C (-1.899, -3.203, -1.129)  -0.16
C (-3.231, -2.385, -1.208)  -0.06
C (-2.977, -0.968, -1.561)  -0.30
C (-2.820, 0.057, -0.655)  -0.09
N (-2.264, 1.131, -1.362)  0.06
C (-2.210, 0.731, -2.624)  -0.21
N (-2.618, -0.519, -2.772)  0.11
N (-1.019, -2.488, -0.175)  0.12
C (0.320, -2.535, -0.179)  -0.44
O (0.933, -3.368, -0.856)  0.05
C (1.103, -1.451, 0.528)  -0.19
C (2.499, -1.217, -0.125)  -0.09
C (3.133, 0.106, 0.264)  -0.24
C (3.338, 0.451, 1.645)  -0.01
C (3.973, 1.676, 1.962)  0.00
C (4.372, 2.595, 0.946)  -0.31
O (4.962, 3.790, 1.256)  0.05
C (4.128, 2.254, -0.394)  -0.03
C (3.535, 1.018, -0.740)  -0.03
N (0.378, -0.187, 0.667)  0.12
C (-0.538, 0.116, 1.570)  -0.56
C (-0.940, 1.577, 1.748)  0.00
O (-1.104, -0.769, 2.229)  0.01
H (-1.796, -7.287, -0.099)  0.08
H (-2.468, -6.526, 1.355)  0.08
H (-0.727, -6.922, 1.364)  0.10
H (-0.549, -4.741, 0.411)  0.11
H (-1.417, -3.124, -2.097)  0.15
H (-3.656, -2.435, -0.187)  0.14
H (-3.907, -2.751, -1.943)  0.11
H (-2.969, 0.041, 0.449)  0.12
H (-1.807, 1.336, -3.394)  0.11
H (-2.798, -1.045, -3.622)  0.18
H (-1.427, -1.861, 0.523)  0.11
H (1.241, -1.901, 1.524)  0.16
H (2.318, -1.207, -1.221)  0.13
H (3.154, -2.066, 0.105)  0.13
H (3.062, -0.255, 2.419)  0.11
H (4.164, 1.942, 2.976)  0.10
H (5.094, 4.257, 0.416)  0.11
H (4.438, 2.891, -1.207)  0.10
H (3.446, 0.756, -1.794)  0.11
H (0.728, 0.571, 0.145)  0.13
H (-1.619, 1.579, 2.649)  0.10
H (-0.043, 2.212, 1.889)  0.08
H (-1.434, 2.015, 0.856)  0.07

Computed properties:
2S+1 = 1
Frontier orbital gap = 9.30 eV
Maximum force = 3.21 eV/A
Relative energy (zero: lowest compared OMol25 entry of this formula, charge and spin) = 30.7 kcal/mol
Total charge = 0
Molar mass = 373.41 g mol⁻¹
E_tot = -1274.50430 a.u.

---

The following is a DFT calculation (the ωB97M-V functional and the def2-TZVPD basis) of one molecule with the formula C18H23N5O5S at a distorted geometry.

Last column: Löwdin charge in e.
Element x y z (Å)
O (0.173, 2.573, 3.620)  0.06
C (0.367, 3.214, 2.596)  -0.39
C (0.822, 4.609, 2.717)  -0.17
C (1.241, 5.205, 3.882)  0.01
C (1.533, 6.547, 3.564)  -0.05
C (1.265, 6.680, 2.236)  -0.10
O (0.838, 5.522, 1.714)  0.02
N (0.133, 2.672, 1.372)  -0.04
C (-0.291, 1.288, 1.316)  -0.11
C (0.877, 0.406, 0.854)  -0.11
N (1.366, 0.875, -0.423)  -0.04
C (1.337, 0.248, -1.624)  -0.41
O (1.763, 0.788, -2.628)  0.06
C (0.780, -1.173, -1.655)  -0.23
C (1.861, -2.180, -1.250)  -0.10
C (1.237, -3.576, -1.116)  -0.17
N (0.148, -3.768, -2.047)  -0.25
S (-1.333, -4.171, -1.455)  0.67
O (-1.125, -5.128, -0.403)  -0.28
O (-2.175, -4.494, -2.562)  -0.26
C (-2.008, -2.761, -0.593)  -0.30
C (-2.541, -1.538, -0.908)  -0.13
N (-2.819, -0.853, 0.228)  0.07
C (-2.482, -1.636, 1.219)  -0.18
N (-1.974, -2.805, 0.774)  0.09
C (0.236, -3.034, -3.285)  -0.16
C (0.286, -1.512, -3.068)  -0.11
C (1.785, 2.262, -0.366)  -0.10
C (0.613, 3.141, 0.093)  -0.10
H (1.322, 4.721, 4.833)  0.12
H (1.889, 7.306, 4.230)  0.10
H (1.334, 7.518, 1.570)  0.12
H (-0.610, 0.995, 2.318)  0.12
H (-1.132, 1.193, 0.622)  0.12
H (0.562, -0.633, 0.811)  0.11
H (1.691, 0.490, 1.585)  0.14
H (-0.061, -1.246, -0.964)  0.10
H (2.633, -2.184, -2.021)  0.13
H (2.333, -1.898, -0.307)  0.12
H (0.833, -3.734, -0.114)  0.11
H (1.997, -4.347, -1.292)  0.13
H (-2.745, -1.121, -1.873)  0.11
H (-2.583, -1.383, 2.255)  0.12
H (-1.684, -3.628, 1.281)  0.15
H (-0.633, -3.321, -3.874)  0.11
H (1.136, -3.378, -3.805)  0.13
H (-0.699, -1.071, -3.216)  0.11
H (0.965, -1.054, -3.790)  0.12
H (2.617, 2.358, 0.341)  0.14
H (2.117, 2.553, -1.363)  0.12
H (-0.203, 3.057, -0.633)  0.14
H (0.928, 4.178, 0.148)  0.11

Computed properties:
2S+1 = 1
Frontier orbital gap = 9.41 eV
Maximum force = 1.36 eV/A
Relative energy (zero: lowest compared OMol25 entry of this formula, charge and spin) = 20.4 kcal/mol
Total charge = 0
Molar mass = 421.48 g mol⁻¹
E_tot = -1747.88184 a.u.